Entry 1:
{
  "formula": "C3H10NO4",
  "method": "wB97M-V/def2-TZVPD",
  "homo_energy_ev": -4.613,
  "relative_energy_kj_mol": 77.62,
  "total_energy_ha": -476.10615,
  "total_charge": -1,
  "e_lumo_ev": 4.0220,
  "gap_ev": 8.63,
  "largest_force_ev_per_a": 2.218,
  "species": ["O", "C", "O", "C", "C", "N", "H", "H", "H", "H", "H", "H", "H", "H", "O", "H", "H", "O"],
  "coordinates": [[0.5325, -0.8742, 0.6932], [0.7309, -0.4459, -0.4960], [0.7245, -1.2115, -1.4741], [0.6598, 1.1089, -0.7966], [-0.2707, 1.8137, 0.1700], [0.1239, 1.2953, -2.1347], [1.6997, 1.4628, -0.7405], [-0.1947, 1.4162, 1.1804], [-0.0966, 2.9066, 0.2829], [-1.3352, 1.6940, -0.1053], [0.7439, 1.0011, -2.8737], [-0.7520, 0.8188, -2.2783], [-0.9960, -0.4628, 1.6091], [-2.2448, -1.2307, 1.6379], [-1.9226, -0.3662, 1.9260], [1.0306, -3.1552, 0.4096], [0.7687, -2.4306, 1.6749], [0.7981, -3.3403, 1.3151]],
  "lowdin_charge": [-0.14, -0.62, -0.04, -0.37, -0.09, 0.00, 0.13, 0.05, 0.07, 0.08, 0.06, 0.07, -0.01, 0.03, -0.11, 0.00, 0.01, -0.11]
}


Entry 2:
{
  "formula": "C3H10NOPS",
  "method": "wB97M-V/def2-TZVPD",
  "homo_energy_ev": -8.918,
  "relative_energy_kj_mol": 159.95,
  "total_energy_ha": -989.83699,
  "total_charge": 0,
  "e_lumo_ev": 0.5483,
  "gap_ev": 9.47,
  "largest_force_ev_per_a": 4.776,
  "species": ["C", "C", "C", "P", "N", "O", "S", "H", "H", "H", "H", "H", "H", "H", "H", "H", "H"],
  "coordinates": [[2.1621, -0.5258, 1.5122], [1.0439, -0.5233, 0.5324], [-0.0990, 0.4062, 0.6226], [-1.6296, 0.0109, -0.8533], [-0.9111, 0.6093, -2.2380], [-2.5443, 1.2923, -0.5444], [-2.7903, -1.4959, -1.2015], [2.9862, 0.2975, 1.4447], [1.7884, -0.6448, 2.5733], [2.7405, -1.4631, 1.4464], [0.7333, -1.6478, 0.7416], [1.2980, -0.7389, -0.5638], [-0.6194, 0.3132, 1.5665], [-0.0178, 1.5478, 0.3592], [-0.3764, 1.4167, -2.2064], [-0.2464, 0.1347, -2.8593], [-3.5182, 1.0108, -0.3321]],
  "lowdin_charge": [-0.17, -0.40, -0.22, 0.17, -0.14, -0.32, 0.20, 0.10, 0.09, 0.07, 0.14, 0.11, 0.06, 0.11, 0.01, 0.07, 0.11]
}


Entry 3:
{
  "formula": "C3H10NOPS",
  "method": "wB97M-V/def2-TZVPD",
  "homo_energy_ev": [-9.556, -7.951],
  "relative_energy_kj_mol": 434.20,
  "total_energy_ha": -989.73253,
  "total_charge": 0,
  "e_lumo_ev": [-1.0942, -2.7204],
  "gap_ev": [8.46, 5.23],
  "largest_force_ev_per_a": 5.057,
  "species": ["C", "C", "C", "N", "O", "P", "S", "H", "H", "H", "H", "H", "H", "H", "H", "H", "H"],
  "coordinates": [[0.5065, 2.1114, 0.3913], [0.4676, -2.8780, 0.1061], [0.0822, 0.6122, 0.0254], [1.3553, -1.8547, -0.4730], [2.7752, 0.2849, -0.6469], [1.7447, -0.3259, 0.1937], [-3.1940, 0.5754, 0.0885], [1.0261, 2.0176, 1.2696], [1.0801, 2.5438, -0.4669], [-0.2350, 2.8032, 0.4666], [-0.4687, -2.5079, 0.2385], [0.6092, -3.8100, -0.5870], [0.8119, -3.1520, 1.1026], [-0.1490, 0.4575, -1.0771], [-0.6567, 0.2031, 0.7475], [2.0212, -2.0574, -1.2875], [-2.5264, -0.3519, -0.6444]],
  "lowdin_charge": [-0.15, -0.15, -0.37, -0.28, -0.39, 0.70, 0.38, 0.02, 0.09, 0.02, 0.01, 0.12, 0.06, 0.09, 0.01, 0.12, -0.28]
}


Entry 4:
{
  "formula": "C3H10NOS",
  "method": "wB97M-V/def2-TZVPD",
  "homo_energy_ev": -2.825,
  "relative_energy_kj_mol": 86.47,
  "total_energy_ha": -648.49863,
  "total_charge": -1,
  "e_lumo_ev": 3.7962,
  "gap_ev": 6.62,
  "largest_force_ev_per_a": 3.869,
  "species": ["C", "C", "C", "S", "N", "H", "H", "H", "H", "H", "H", "H", "H", "H", "H", "O"],
  "coordinates": [[-1.2219, 0.3507, 1.6845], [0.2814, 0.0881, 1.5510], [0.9053, 0.8936, 0.3480], [0.2058, 0.3986, -1.3768], [0.5747, -1.3810, 1.3128], [-1.2198, 1.4141, 1.8129], [-1.6970, 0.0747, 0.7297], [-1.5722, -0.1982, 2.6296], [0.8614, 0.4592, 2.4079], [1.9285, 0.7376, 0.2435], [0.6019, 1.9693, 0.3621], [1.5904, -1.4585, 1.0064], [0.1549, -1.4510, 0.4142], [-0.0912, -1.0149, -4.9851], [-0.4435, -0.1743, -3.6699], [-0.8588, -0.7080, -4.4706]],
  "lowdin_charge": [-0.11, -0.54, -0.61, 0.16, -0.02, 0.05, 0.04, 0.09, 0.11, -0.01, 0.03, 0.07, -0.04, 0.01, -0.04, -0.17]
}